# 1
This record from OMol25 describes 10 unconnected molecules or ions with the total composition C29H48Cl6O21. The level of theory is ωB97M-V/def2-TZVPD.

Values from the calculation:
net charge: +1
frontier orbital gap (spin up / spin down): 10.11 / 2.66 eV
HOMO level (spin up / spin down): -12.28 / -12.28 eV
energy: -5474.648421 Eh
multiplicity: 2
⟨S²⟩: 0.754
M: 945.40 u

Cartesian coordinates (Å):
Cl: 3.02 1.69 4.99
C: 4.42 0.54 4.75
C: 4.41 -0.12 3.39
Cl: 4.82 1.17 2.16
H: 4.40 -0.19 5.56
H: 5.31 1.11 5.02
H: 3.43 -0.54 3.15
H: 5.16 -0.90 3.25
Cl: 0.80 3.54 2.02
C: 0.84 1.77 2.28
C: 0.30 0.99 1.10
Cl: -1.46 1.21 0.82
H: 0.40 1.52 3.25
H: 1.81 1.33 2.49
H: 0.39 -0.05 1.40
H: 0.90 1.23 0.22
Cl: 2.68 4.26 -2.86
C: 2.49 4.01 -1.11
C: 3.73 3.47 -0.34
Cl: 5.18 4.37 -0.61
H: 1.62 3.37 -0.99
H: 2.24 4.94 -0.59
H: 3.79 2.41 -0.60
H: 3.59 3.61 0.73
C: -1.41 -0.99 4.71
C: -1.40 -2.50 4.98
O: -0.22 -2.98 4.38
C: 0.52 -1.95 3.92
O: 1.65 -1.97 3.45
O: -0.12 -0.80 4.19
H: -1.69 -0.40 5.58
H: -2.11 -0.75 3.91
H: -2.37 -2.79 4.56
H: -1.41 -2.82 6.02
C: 2.54 -1.90 0.13
C: 2.95 -2.73 -1.03
O: 4.34 -2.60 -0.99
C: 4.78 -1.60 -0.16
O: 5.88 -1.13 0.01
O: 3.70 -1.11 0.42
H: 2.41 -2.54 1.00
H: 1.65 -1.31 -0.11
H: 2.46 -2.37 -1.94
H: 2.63 -3.76 -0.91
C: 4.78 -0.34 -3.49
C: 3.69 -1.01 -4.27
O: 2.52 -0.69 -3.54
C: 2.77 0.34 -2.66
O: 1.88 0.87 -1.93
O: 4.11 0.64 -2.70
H: 5.55 0.13 -4.09
H: 5.28 -1.07 -2.85
H: 3.90 -2.08 -4.18
H: 3.73 -0.60 -5.28
C: -1.76 4.55 -0.85
C: -1.20 5.85 -0.27
O: -0.68 6.53 -1.35
C: -1.12 5.90 -2.45
O: -0.88 6.28 -3.56
O: -2.03 4.98 -2.14
H: -2.67 4.21 -0.36
H: -1.05 3.73 -0.87
H: -0.41 5.63 0.44
H: -2.02 6.43 0.16
C: -0.48 -3.87 -2.41
C: -1.97 -3.68 -2.14
O: -2.01 -2.98 -0.90
C: -0.87 -3.10 -0.30
O: -0.60 -2.70 0.80
O: -0.03 -3.62 -1.09
H: -0.19 -3.14 -3.17
H: -0.13 -4.86 -2.68
H: -2.29 -4.68 -1.88
H: -2.56 -3.21 -2.93
C: -2.92 0.94 -2.41
C: -1.41 0.77 -2.45
O: -0.83 0.80 -3.77
C: -0.99 -0.19 -4.64
O: -1.67 -1.26 -4.48
O: -0.40 0.14 -5.82
C: -0.17 -0.86 -6.77
H: -3.42 -0.02 -2.54
H: -3.22 1.73 -3.10
H: -3.12 1.28 -1.40
H: -1.10 -0.10 -1.87
H: -0.97 1.65 -1.99
H: 0.29 -0.42 -7.65
H: -1.16 -1.18 -7.10
H: 0.32 -1.76 -6.43
C: -4.69 -2.16 0.61
C: -4.17 -1.19 1.65
O: -4.53 -1.48 2.98
C: -5.74 -1.28 3.45
O: -6.80 -1.06 2.81
O: -5.63 -1.27 4.80
C: -6.71 -1.20 5.67
H: -4.12 -3.08 0.70
H: -4.55 -1.75 -0.38
H: -5.73 -2.42 0.82
H: -4.58 -0.26 1.27
H: -3.09 -1.05 1.64
H: -7.51 -1.84 5.30
H: -7.12 -0.19 5.75
H: -6.56 -1.42 6.73

Atomic partial charges in e from the Löwdin method, atoms 1 to 5: atom 1 (Cl): 0.5502, atom 2 (C): -0.6014, atom 3 (C): -0.5463, atom 4 (Cl): 0.5959, atom 5 (H): 0.0789

# 2
This record from OMol25 describes a molecular structure, C29H48CrNOP2. The level of theory is ωB97M-V/def2-TZVPD.

Values from the calculation:
net charge: +1
relative energy (zero: lowest compared OMol25 entry of this formula, charge and spin): 44.3 kcal per mole
frontier orbital gap (spin up / spin down): 5.32 / 5.30 eV
HOMO level (spin up / spin down): -9.21 / -9.21 eV
energy: -2990.506539 Eh
multiplicity: 5
⟨S²⟩: 6.068
M: 540.65 u

Cartesian coordinates (Å):
Cr: 0.56 0.39 2.16
C: 1.22 0.18 4.34
C: 2.27 0.73 3.52
C: 0.49 2.21 3.48
C: 0.10 1.05 4.28
C: 1.82 2.02 3.02
C: 1.34 -1.05 5.19
H: 2.03 -1.78 4.76
H: 0.37 -1.54 5.33
H: 1.72 -0.78 6.19
C: -1.20 0.90 4.99
H: -1.35 -0.12 5.35
H: -2.03 1.15 4.32
H: -1.25 1.57 5.86
C: -0.34 3.44 3.30
H: -0.24 4.07 4.20
H: -1.39 3.19 3.16
H: -0.01 4.02 2.44
C: 2.66 3.02 2.30
H: 3.17 3.68 3.01
H: 2.05 3.65 1.65
H: 3.43 2.55 1.68
C: 3.69 0.24 3.46
H: 4.30 0.75 4.22
H: 4.14 0.43 2.49
H: 3.75 -0.84 3.66
C: -0.38 -1.46 1.37
C: 0.77 -1.81 2.10
C: 2.07 -2.24 1.47
C: 2.50 -1.30 0.33
C: 2.03 0.13 0.58
C: 0.85 0.68 0.02
C: -0.12 -0.13 -0.81
C: -0.49 -1.48 -0.15
H: 1.99 -3.28 1.11
H: 2.09 -1.65 -0.63
H: 2.85 -2.24 2.24
H: 0.14 -2.28 -0.55
H: -1.33 -1.51 1.90
H: 0.60 -2.18 3.10
H: -1.52 -1.73 -0.42
H: -1.02 0.46 -0.93
H: 0.83 1.75 -0.16
H: 0.30 -0.30 -1.81
H: 3.59 -1.31 0.22
H: 2.84 0.83 0.79
P: -0.66 -0.34 -5.12
P: -0.31 2.39 -6.67
C: -0.67 -0.40 -6.98
C: -1.02 0.95 -7.62
H: -1.41 -1.15 -7.28
H: 0.31 -0.76 -7.34
H: -0.61 1.00 -8.63
H: -2.11 1.07 -7.70
C: -1.13 3.78 -7.58
H: -0.67 4.73 -7.28
H: -2.19 3.83 -7.32
H: -1.03 3.68 -8.67
C: 1.36 2.46 -7.49
H: 1.28 2.46 -8.58
H: 1.95 1.59 -7.18
H: 1.89 3.36 -7.17
C: -2.11 -1.45 -4.80
H: -2.17 -1.67 -3.73
H: -2.03 -2.40 -5.35
H: -3.03 -0.94 -5.09
C: 0.71 -1.55 -4.79
H: 1.68 -1.11 -5.05
H: 0.58 -2.49 -5.35
H: 0.73 -1.79 -3.72
O: -0.87 -0.88 3.60
N: -2.10 -1.52 3.77
C: -3.33 -1.03 3.14
C: -4.53 -1.93 3.38
C: -4.45 -3.04 4.13
C: -3.19 -3.44 4.74
C: -2.09 -2.72 4.55
H: -3.59 -0.02 3.51
H: -5.48 -1.66 2.93
H: -5.34 -3.65 4.28
H: -3.14 -4.35 5.34
H: -1.17 -3.06 5.01

Atomic partial charges in e from the Löwdin method, atoms 1 to 5: atom 1 (Cr): 0.7611, atom 2 (C): -0.2343, atom 3 (C): -0.2575, atom 4 (C): -0.2510, atom 5 (C): -0.2412

# 3
This record from OMol25 describes a molecular structure, C29H48NOP2Pd. The level of theory is ωB97M-V/def2-TZVPD.

Values from the calculation:
net charge: +2
relative energy (zero: lowest compared OMol25 entry of this formula, charge and spin): 8.8 kcal per mole
frontier orbital gap (spin up / spin down): 4.25 / 4.26 eV
HOMO level (spin up / spin down): -9.57 / -13.21 eV
energy: -2073.587727 Eh
multiplicity: 6
⟨S²⟩: 8.787
M: 595.08 u

Cartesian coordinates (Å):
Pd: 0.09 1.76 -1.53
C: 0.65 1.08 1.81
C: 1.53 1.67 0.88
C: -0.47 2.88 0.91
C: -0.57 1.83 1.82
C: 0.85 2.78 0.20
C: 1.00 0.07 2.84
H: 1.93 -0.46 2.61
H: 0.19 -0.68 2.93
H: 1.12 0.54 3.83
C: -1.62 1.70 2.87
H: -1.20 1.22 3.76
H: -2.49 1.08 2.57
H: -1.99 2.70 3.14
C: -1.23 4.16 0.95
H: -0.72 4.90 1.59
H: -2.24 4.01 1.36
H: -1.32 4.59 -0.06
C: 1.60 3.95 -0.32
H: 2.11 4.46 0.52
H: 0.98 4.70 -0.84
H: 2.38 3.62 -1.01
C: 2.99 1.48 0.80
H: 3.54 2.16 1.48
H: 3.35 1.67 -0.23
H: 3.27 0.47 1.08
C: 0.57 -3.07 1.24
C: 1.53 -3.67 1.96
C: 2.90 -3.99 1.47
C: 3.01 -4.45 -0.01
C: 3.54 -3.41 -0.95
C: 3.20 -2.12 -0.94
C: 2.08 -1.52 -0.13
C: 0.80 -2.39 -0.07
H: 3.27 -4.82 2.09
H: 2.06 -4.89 -0.35
H: 3.60 -3.16 1.65
H: 0.82 -3.13 -0.89
H: -0.47 -3.03 1.60
H: 1.33 -3.93 3.00
H: -0.07 -1.73 -0.25
H: 2.42 -1.30 0.89
H: 3.79 -1.41 -1.51
H: 1.82 -0.53 -0.55
H: 3.73 -5.28 -0.04
H: 4.27 -3.79 -1.68
P: -0.41 0.18 -2.94
P: -0.09 3.05 -3.28
C: -0.62 0.78 -4.71
C: -0.98 2.26 -4.69
H: -1.38 0.15 -5.20
H: 0.34 0.59 -5.22
H: -0.69 2.80 -5.60
H: -2.06 2.41 -4.53
C: -0.84 4.69 -3.19
H: -0.31 5.30 -2.45
H: -1.89 4.59 -2.89
H: -0.77 5.15 -4.18
C: 1.59 3.23 -3.98
H: 1.51 3.38 -5.06
H: 2.20 2.34 -3.77
H: 2.06 4.10 -3.51
C: -2.04 -0.50 -2.51
H: -1.92 -1.08 -1.58
H: -2.42 -1.16 -3.30
H: -2.75 0.32 -2.33
C: 0.74 -1.18 -3.27
H: 1.49 -0.85 -4.00
H: 0.20 -2.05 -3.66
H: 1.25 -1.46 -2.34
O: -1.89 -1.75 3.16
N: -3.02 -2.26 3.60
C: -4.20 -1.69 3.21
C: -5.41 -2.27 3.57
C: -5.41 -3.42 4.36
C: -4.20 -3.95 4.80
C: -3.01 -3.35 4.42
H: -4.13 -0.79 2.58
H: -6.32 -1.81 3.21
H: -6.35 -3.89 4.63
H: -4.15 -4.83 5.44
H: -2.03 -3.72 4.72

Atomic partial charges in e from the Löwdin method, atoms 1 to 5: atom 1 (Pd): 0.4817, atom 2 (C): -0.1125, atom 3 (C): -0.1676, atom 4 (C): -0.1511, atom 5 (C): -0.1188

# 4
This record from OMol25 describes a molecular structure, C29H48NP3PdSSe. The level of theory is ωB97M-V/def2-TZVPD.

Values from the calculation:
net charge: +4
relative energy (zero: lowest compared OMol25 entry of this formula, charge and spin): 48.5 kcal per mole
frontier orbital gap (spin up / spin down): 7.41 / 4.53 eV
HOMO level (spin up / spin down): -18.99 / -18.99 eV
energy: -5138.457940 Eh
multiplicity: 5
⟨S²⟩: 6.058
M: 721.08 u

Cartesian coordinates (Å):
Pd: -0.47 -0.29 -1.30
P: 1.06 1.59 -1.15
P: -2.60 0.19 -1.14
P: 0.09 -0.99 -3.43
H: 1.12 -2.23 1.05
C: 1.83 -2.03 0.22
C: 2.38 -0.81 0.09
H: 2.22 0.01 0.81
C: 1.79 2.63 0.20
C: 0.08 2.95 -1.85
C: 2.48 1.75 -2.30
C: -3.94 -1.04 -0.99
C: -2.88 1.34 0.25
C: -3.04 1.15 -2.63
C: 1.79 -1.58 -3.63
C: -0.05 0.42 -4.57
C: -0.98 -2.31 -4.07
H: 1.96 -2.81 -0.55
H: 3.11 -0.62 -0.70
H: 2.45 2.08 0.88
H: 1.04 3.15 0.81
H: 2.37 3.42 -0.30
H: -0.79 3.16 -1.24
H: -0.23 2.74 -2.87
H: 0.74 3.83 -1.84
H: 3.28 1.04 -2.10
H: 2.88 2.76 -2.14
H: 2.20 1.68 -3.36
H: -4.92 -0.51 -0.92
H: -3.77 -1.66 -0.10
H: -3.91 -1.70 -1.87
H: -3.96 1.42 0.42
H: -2.44 2.32 0.01
H: -2.31 0.97 1.13
H: -4.07 1.51 -2.48
H: -3.00 0.50 -3.51
H: -2.34 2.00 -2.76
H: 1.84 -2.11 -4.59
H: 2.07 -2.26 -2.83
H: 2.49 -0.73 -3.66
H: -0.01 0.02 -5.59
H: 0.76 1.14 -4.44
H: -1.01 0.94 -4.42
H: -0.56 -2.62 -5.03
H: -2.00 -1.92 -4.20
H: -1.00 -3.16 -3.38
C: -0.74 -5.07 -0.35
C: 0.58 -5.26 0.05
C: 1.14 -6.52 0.30
C: 0.37 -7.68 0.17
C: -0.95 -7.55 -0.28
C: -1.49 -6.27 -0.55
Se: -1.42 -3.22 -0.41
H: -0.50 -1.92 -1.32
H: 1.17 -4.37 0.21
H: 2.17 -6.59 0.62
H: 0.80 -8.67 0.42
H: -1.56 -8.45 -0.41
H: -2.52 -6.23 -0.89
N: -0.67 0.28 2.29
S: -0.37 0.91 3.69
C: 1.42 1.29 3.73
C: 2.35 0.29 3.43
C: 3.71 0.62 3.29
C: 4.15 1.92 3.53
C: 3.23 2.89 3.91
C: 1.86 2.58 4.03
C: -1.10 2.54 3.67
C: -1.71 3.04 4.83
C: -2.32 4.30 4.83
C: -2.33 5.05 3.64
C: -1.72 4.55 2.48
C: -1.10 3.28 2.48
H: -0.80 -0.73 2.38
H: 1.99 -0.73 3.30
H: 4.41 -0.16 2.98
H: 5.20 2.17 3.37
H: 3.55 3.91 4.10
H: 1.14 3.35 4.31
H: -1.69 2.43 5.73
H: -2.76 4.69 5.76
H: -2.81 6.04 3.65
H: -1.73 5.13 1.56
H: -0.71 2.83 1.55

Atomic partial charges in e from the Löwdin method, atoms 1 to 5: atom 1 (Pd): 0.3362, atom 2 (P): 0.7818, atom 3 (P): 0.6885, atom 4 (P): 0.7498, atom 5 (H): 0.0474

# 5
This record from OMol25 describes a molecular structure, C29H49BBaN4O2P2. The level of theory is ωB97M-V/def2-TZVPD.

Values from the calculation:
relative energy (zero: lowest compared OMol25 entry of this formula, charge and spin): 5.4 kcal per mole
frontier orbital gap: 6.19 eV
HOMO level: -6.44 eV
energy: -2237.117022 Eh
multiplicity: 1
M: 695.83 u

Cartesian coordinates (Å):
Ba: -1.00 0.98 1.89
C: -2.25 1.83 -1.20
C: -1.09 1.62 -2.17
C: 0.21 1.42 -1.36
C: -0.91 2.89 -3.00
P: -1.18 0.08 -3.26
C: -2.07 -1.12 -2.13
N: -1.21 -1.80 -1.18
B: -1.01 -1.52 0.24
N: -0.11 -2.62 0.62
C: 0.40 -2.94 1.94
P: 1.05 -1.46 2.84
C: 2.82 -1.33 2.26
C: 3.44 -0.03 2.79
C: 3.73 -2.51 2.61
C: 2.75 -1.21 0.73
C: 0.97 -2.09 4.61
C: -0.50 -1.88 5.03
C: 1.84 -1.23 5.53
C: 1.32 -3.56 4.81
C: 0.17 -3.44 -0.46
C: 0.95 -4.58 -0.57
C: 1.06 -5.19 -1.83
C: 0.41 -4.67 -2.93
C: -0.38 -3.52 -2.82
C: -0.50 -2.92 -1.58
C: -2.51 0.34 -4.58
C: -2.78 -1.04 -5.21
C: -3.84 0.93 -4.11
C: -1.92 1.21 -5.70
H: -2.08 2.73 -0.60
H: -2.37 0.96 -0.54
H: -3.20 1.96 -1.71
H: 0.35 2.27 -0.68
H: 1.08 1.37 -2.01
H: 0.18 0.49 -0.79
H: -0.61 3.71 -2.34
H: -1.84 3.19 -3.49
H: -0.13 2.77 -3.76
H: -2.53 -1.87 -2.77
H: -2.88 -0.64 -1.59
H: 1.19 -3.68 1.86
H: -0.39 -3.38 2.56
H: 3.59 -0.06 3.87
H: 2.82 0.84 2.55
H: 4.42 0.11 2.33
H: 3.93 -2.57 3.68
H: 4.69 -2.38 2.11
H: 3.31 -3.47 2.28
H: 2.09 -0.39 0.42
H: 2.40 -2.12 0.24
H: 3.75 -0.99 0.35
H: -0.75 -0.81 5.06
H: -0.66 -2.28 6.03
H: -1.20 -2.38 4.36
H: 1.68 -0.16 5.36
H: 2.90 -1.44 5.38
H: 1.60 -1.45 6.57
H: 0.65 -4.23 4.27
H: 1.23 -3.81 5.88
H: 2.34 -3.79 4.51
H: 1.45 -5.01 0.28
H: 1.67 -6.08 -1.93
H: 0.51 -5.15 -3.90
H: -0.88 -3.11 -3.69
H: -3.39 -1.68 -4.57
H: -1.84 -1.56 -5.44
H: -3.32 -0.91 -6.15
H: -4.27 0.36 -3.29
H: -4.56 0.92 -4.94
H: -3.73 1.97 -3.79
H: -0.98 0.80 -6.06
H: -1.74 2.24 -5.38
H: -2.62 1.25 -6.54
C: -0.91 7.15 0.32
N: -0.30 5.93 0.82
C: 1.02 5.85 1.14
C: 1.58 4.72 1.59
C: 0.72 3.56 1.73
O: 1.16 2.44 2.12
N: -0.59 3.66 1.42
C: -1.15 4.81 0.96
O: -2.33 4.92 0.67
H: -0.13 7.91 0.23
H: -1.69 7.49 1.00
H: -1.36 6.98 -0.66
H: 1.58 6.76 1.00
H: 2.62 4.65 1.84

Atomic partial charges in e from the Löwdin method, atoms 1 to 5: atom 1 (Ba): 1.6373, atom 2 (C): -0.1230, atom 3 (C): -0.6885, atom 4 (C): -0.1445, atom 5 (C): -0.0970